Record 1
Entry from the Open Molecules 2025 dataset: a molecular structure, C6H20FInO8PS2 (ωB97M-V/def2-TZVPD).

Spin multiplicity: 1
Total charge: -1
E_LUMO in hartree: 0.0604
Kohn-Sham gap in eV: 4.7
Calculated total energy in Ha: -2270.30107

Geometry as XYZ:
```
39
C6H20FInO8PS2, DFT ωB97M-V/def2-TZVPD
In 6.402 0.274 1.697
S 0.650 0.077 0.903
S -4.650 1.084 -1.253
P 5.113 -0.868 3.631
F 5.251 1.567 0.597
O 3.738 -0.003 3.922
O -4.570 0.904 0.166
O 4.339 -2.182 2.871
O 1.746 0.247 1.806
O -4.970 -0.295 -1.957
O 0.153 -1.243 0.651
O -3.549 1.705 -1.929
O 1.053 0.788 -0.448
C 2.832 -0.711 -1.300
C -0.705 1.104 1.344
C -3.840 -1.203 -2.166
C 2.467 0.682 -0.852
C -6.148 1.916 -1.648
C -3.372 -1.869 -0.894
H 7.749 1.139 2.428
H -2.604 -2.600 -1.150
H -4.237 -1.922 -2.878
H -6.981 1.332 -1.267
H -6.098 2.881 -1.148
H 4.983 -2.891 2.768
H -1.431 1.063 0.534
H 3.855 -0.686 -1.677
H 2.792 -1.418 -0.472
H 3.094 1.026 -0.028
H -1.132 0.680 2.250
H -4.197 -2.383 -0.400
H 6.931 -0.986 0.563
H -3.043 -0.637 -2.649
H -0.351 2.116 1.520
H -6.207 2.041 -2.726
H -2.938 -1.157 -0.196
H 2.166 -1.058 -2.092
H 3.172 0.078 3.140
H 2.539 1.407 -1.659
```

Atom charges from the Löwdin analysis, given in e for atoms 1 to 2: atom 1 (In): 0.26, atom 2 (S): 0.57

Record 2
Entry from the Open Molecules 2025 dataset: 2 unconnected molecules or ions with the total composition C6H20N2Si (ωB97M-V/def2-TZVPD).

Spin multiplicity: 1
Total charge: +2
E_LUMO (alpha / beta) in hartree: -0.2806 / -0.2806
Kohn-Sham gap (alpha / beta) in eV: 7.5 / 7.5
Calculated total energy in Ha: -638.85969

Geometry as XYZ:
```
29
C6H20N2Si, DFT ωB97M-V/def2-TZVPD
Si 0.157 -0.555 -0.648
N -2.110 -2.456 -0.836
N 1.006 3.087 0.327
C -2.619 -0.638 0.488
C -1.424 -1.480 0.032
C 1.244 1.801 0.998
C 2.644 1.599 1.536
C -0.443 0.003 -2.379
C 1.693 -1.544 -0.010
H -0.006 3.310 0.436
H -1.522 -3.216 -1.038
H 2.726 -1.560 -0.638
H 1.665 3.832 0.627
H -1.356 -0.560 -2.541
H 0.171 -0.128 -3.342
H -1.053 -2.013 0.821
H -2.818 -2.890 -0.317
H -2.340 0.196 1.094
H 1.775 -1.201 1.026
H 2.854 0.598 1.868
H 1.269 -2.585 0.087
H 1.256 3.281 -0.614
H -3.264 -1.092 1.241
H 2.685 2.152 2.490
H -0.582 1.064 -2.188
H -2.442 -2.160 -1.640
H 3.463 1.999 0.842
H -3.220 -0.221 -0.258
H 0.580 1.802 1.795
```

Atom charges from the Löwdin analysis, given in e for atoms 1 to 2: atom 1 (Si): 0.92, atom 2 (N): 0.24

Record 3
Entry from the Open Molecules 2025 dataset: a gas-phase ion, C6H20N3O3Si (charge +1) (ωB97M-V/def2-TZVPD).

Spin multiplicity: 1
Total charge: +1
E_LUMO in hartree: -0.0897
Kohn-Sham gap in eV: 10.6
Calculated total energy in Ha: -919.90967

Geometry as XYZ:
```
33
C6H20N3O3Si, DFT ωB97M-V/def2-TZVPD
Si 0.946 -0.079 0.021
O 1.232 -0.658 1.480
O 1.724 1.319 -0.398
O 0.792 -1.190 -1.146
N -1.089 0.380 -1.788
N -1.680 -1.598 0.341
N -0.837 2.141 -0.068
C -0.808 0.758 -0.175
C 2.160 -0.701 2.547
C 3.045 1.853 -0.498
C 1.158 -2.582 -1.392
C -3.408 0.209 0.266
C -1.940 -0.118 0.569
H 2.169 0.060 3.168
H 1.057 -2.744 -2.431
H 2.981 2.282 -1.451
H -1.764 0.071 1.578
H -1.117 1.188 -2.409
H -3.516 1.316 0.266
H -3.648 -0.299 -0.697
H 3.183 -0.659 2.078
H -0.022 2.578 0.357
H 3.132 2.558 0.349
H -2.047 -0.036 -1.794
H 2.080 -1.634 3.031
H 3.675 1.028 -0.446
H -1.605 2.468 0.408
H -1.459 -1.919 1.218
H -4.052 -0.118 1.125
H -0.209 -0.146 -2.122
H -2.501 -2.044 -0.004
H 0.384 -3.212 -0.829
H 2.095 -2.592 -0.936
```

Atom charges from the Löwdin analysis, given in e for atoms 1 to 2: atom 1 (Si): 0.30, atom 2 (O): -0.14

Record 4
Entry from the Open Molecules 2025 dataset: 2 unconnected molecules or ions with the total composition C6H20N3Si (ωB97M-V/def2-TZVPD).

Spin multiplicity: 1
Total charge: +1
E_LUMO in hartree: -0.1098
Kohn-Sham gap in eV: 9.9
Calculated total energy in Ha: -694.13156

Geometry as XYZ:
```
30
C6H20N3Si, DFT ωB97M-V/def2-TZVPD
Si -1.115 -0.171 -0.577
N 1.233 2.144 0.654
N -2.990 -0.633 -0.984
N -0.243 -1.660 -0.668
C 0.094 -2.802 0.192
C 3.108 3.642 1.593
C -1.528 0.365 1.165
C 2.434 2.487 0.994
C 0.717 -3.996 -0.459
C -0.757 1.076 -2.015
H 0.073 -4.329 -1.273
H -1.729 1.311 -2.370
H -0.871 -3.134 0.691
H -3.569 -0.021 -1.588
H 0.589 2.844 0.954
H -1.792 1.393 1.238
H 0.603 -2.554 1.155
H -3.372 -0.451 -0.036
H 2.414 4.259 2.142
H 3.116 1.612 0.853
H -2.416 -0.206 1.491
H 1.679 -3.616 -0.691
H 3.950 3.443 2.191
H -0.294 0.667 -3.008
H 0.150 -1.687 -1.614
H 3.699 4.259 0.942
H -0.782 -0.018 1.868
H -0.229 2.017 -1.828
H 0.856 -4.705 0.440
H -3.027 -1.536 -1.449
```

Atom charges from the Löwdin analysis, given in e for atoms 1 to 2: atom 1 (Si): 0.58, atom 2 (N): 0.07

Record 5
Entry from the Open Molecules 2025 dataset: a molecular structure, C6H21MnN4 (ωB97M-V/def2-TZVPD).

Spin multiplicity: 4
Total charge: +1
E_LUMO (alpha / beta) in hartree: -0.1177 / -0.1098
Kohn-Sham gap (alpha / beta) in eV: 8.3 / 7.4
Calculated total energy in Ha: -1610.86385
⟨S²⟩: 3.991

Geometry as XYZ:
```
32
C6H21MnN4, DFT ωB97M-V/def2-TZVPD
Mn 0.338 -0.437 -1.825
N 0.449 0.790 -0.308
N 1.351 -0.298 1.557
N 1.309 0.605 -3.503
N -0.724 0.758 1.750
C -1.777 1.618 1.183
C 0.378 0.433 0.989
C 2.466 -0.772 0.736
C -1.277 -0.286 2.623
C 1.635 -0.158 2.987
C -1.982 -1.379 -3.274
H -1.649 0.187 3.539
H 2.625 0.283 3.144
H 1.631 -1.148 3.445
H 1.032 0.416 -4.475
H -0.872 -1.586 -3.240
H 0.876 0.469 3.461
H -2.258 -0.925 -2.283
H -0.499 -1.001 2.867
H 2.838 0.013 0.050
H -2.256 -0.782 -4.139
H 2.135 -1.648 0.153
H -2.117 -0.798 2.132
H -2.518 -2.337 -3.277
H 2.318 0.564 -3.452
H -2.425 1.058 0.478
H -1.352 2.490 0.666
H 3.282 -1.088 1.389
H -2.405 1.984 2.004
H -1.422 -0.160 -1.610
H 1.012 1.554 -3.283
H -0.142 1.580 -0.482
```

Atom charges from the Löwdin analysis, given in e for atoms 1 to 2: atom 1 (Mn): 0.56, atom 2 (N): -0.03

Record 6
Entry from the Open Molecules 2025 dataset: 5 unconnected molecules or ions with the total composition C6H21NO5 (ωB97M-V/def2-TZVPD).

Spin multiplicity: 1
E_LUMO in hartree: 0.0185
Kohn-Sham gap in eV: 10.6
Calculated total energy in Ha: -672.10787

Geometry as XYZ:
```
33
C6H21NO5, DFT ωB97M-V/def2-TZVPD
O -1.332 0.609 2.500
O 2.357 -1.175 2.780
O -1.052 -1.857 1.733
O 1.752 -3.226 -0.244
O -0.922 3.289 -0.760
N -1.672 -1.541 -0.451
C 1.241 0.895 -1.359
C 1.727 1.912 -0.313
C 0.501 -0.388 -0.963
C -1.614 -2.248 0.721
C -1.786 0.548 -1.646
C -0.998 -0.251 -0.568
H 0.532 1.447 -1.977
H -0.549 0.087 2.385
H 3.015 -0.512 2.557
H 1.488 -0.772 2.752
H -1.662 0.099 -2.655
H 1.010 -0.793 -0.088
H -0.510 2.422 -0.594
H -1.347 1.528 -1.727
H 0.666 -1.123 -1.769
H -2.059 0.281 3.023
H 2.693 2.308 -0.673
H 1.149 -2.623 0.234
H 1.792 1.818 0.760
H 2.237 -3.331 0.588
H 1.114 2.807 -0.268
H -1.767 3.275 -0.311
H -2.261 -3.123 0.859
H -1.120 0.271 0.377
H 2.003 0.864 -2.144
H -1.746 -2.116 -1.284
H -2.879 0.619 -1.474
```

Atom charges from the Löwdin analysis, given in e for atoms 1 to 2: atom 1 (O): -0.06, atom 2 (O): -0.04

Record 7
Entry from the Open Molecules 2025 dataset: 5 unconnected molecules or ions with the total composition C6H22NO4S (ωB97M-V/def2-TZVPD).

Spin multiplicity: 1
Total charge: -1
E_LUMO in hartree: 0.1213
Kohn-Sham gap in eV: 7.2
Calculated total energy in Ha: -995.67341

Geometry as XYZ:
```
34
C6H22NO4S, DFT ωB97M-V/def2-TZVPD
S 0.233 -2.657 -0.023
O -2.030 1.750 2.751
O 3.429 0.452 0.253
O 2.733 -1.735 -1.964
O 0.433 -1.327 3.329
N -0.587 0.311 0.467
C 1.548 1.397 -1.697
C 0.036 1.955 -1.301
C -2.437 -1.326 0.970
C -1.589 -0.624 -0.144
C -0.412 1.657 0.150
C -0.981 -1.672 -1.148
H 1.930 -2.033 -1.491
H 2.308 1.419 -0.955
H -1.253 1.688 3.146
H 2.451 -0.995 -2.488
H -1.621 -2.365 -1.747
H -3.552 -1.302 0.615
H 1.959 2.095 -2.568
H 1.275 -1.447 2.763
H 0.024 3.038 -1.305
H -0.519 -1.124 -1.999
H -2.157 1.092 2.113
H -0.587 1.431 -1.962
H 3.385 0.161 -0.655
H 2.540 0.142 0.521
H -0.261 -1.380 2.526
H -1.996 -2.352 1.085
H 1.331 0.395 -2.110
H -2.271 -0.076 -0.740
H 0.234 2.143 0.846
H -2.543 -0.777 1.860
H -1.275 2.282 0.385
H 0.222 -0.217 0.519
```

Atom charges from the Löwdin analysis, given in e for atoms 1 to 2: atom 1 (S): 0.32, atom 2 (O): 0.02

Record 8
Entry from the Open Molecules 2025 dataset: 5 unconnected molecules or ions with the total composition C6H22O5 (ωB97M-V/def2-TZVPD).

Spin multiplicity: 2
Total charge: -1
E_LUMO (alpha / beta) in hartree: 0.1089 / 0.1044
Kohn-Sham gap (alpha / beta) in eV: 2.7 / 9.8
Calculated total energy in Ha: -617.95436
⟨S²⟩: 0.750

Geometry as XYZ:
```
33
C6H22O5, DFT ωB97M-V/def2-TZVPD
O -10.500 -1.625 3.778
O -3.507 -4.169 0.192
O -6.298 -4.716 -2.320
O -7.165 -6.718 1.268
O -6.323 -4.294 0.444
C -3.365 -6.491 -0.290
C -2.851 -5.331 0.617
C -3.002 -5.528 2.098
C -10.230 -3.911 3.883
C -8.796 -2.348 2.278
C -10.199 -2.679 2.955
H -10.402 -0.856 3.212
H -8.114 -1.788 2.918
H -6.731 -5.073 0.823
H -4.439 -6.634 -0.167
H -2.895 -7.468 -0.178
H -8.904 -1.701 1.408
H -2.519 -4.758 2.699
H -9.508 -3.739 4.681
H -10.982 -2.600 2.201
H -3.223 -6.206 -1.332
H -4.052 -5.459 2.384
H -4.423 -4.355 0.410
H -5.953 -5.548 -2.644
H -6.914 -6.832 2.185
H -1.775 -5.259 0.462
H -8.299 -3.277 2.000
H -7.555 -7.556 1.020
H -11.195 -4.083 4.358
H -2.733 -6.564 2.305
H -6.463 -4.871 -1.390
H -6.831 -3.562 0.794
H -9.914 -4.801 3.339
```

Atom charges from the Löwdin analysis, given in e for atoms 1 to 2: atom 1 (O): -0.08, atom 2 (O): -0.06